No. 1
{"formula": "C23H29As2CaN2O9S", "method": "wB97M-V/def2-TZVPD", "e_homo_ev": -6.60, "charge": -1, "gap_ev": 9.162, "relative_energy_kcal_mol": 3.6, "total_energy_ev": -196689.841, "largest_force_ev_per_a": 0.780, "lumo_energy_ev": 2.558, "elements": ["Ca", "O", "As", "O", "O", "C", "C", "C", "C", "C", "C", "S", "O", "O", "O", "H", "H", "H", "H", "H", "C", "C", "C", "C", "C", "C", "O", "N", "C", "O", "N", "C", "O", "H", "H", "H", "H", "H", "H", "H", "H", "H", "H", "H", "C", "As", "C", "C", "C", "C", "C", "C", "C", "C", "H", "H", "H", "H", "H", "H", "H", "H", "H", "H", "H", "H", "H"], "xyz": [[1.037, 0.045, -0.658], [4.442, -3.385, -0.444], [2.990, -2.626, 0.272], [1.960, -3.750, 0.842], [2.494, -1.660, -0.992], [3.891, -1.685, 1.735], [5.088, -2.285, 2.131], [5.806, -1.821, 3.221], [5.342, -0.735, 3.945], [4.159, -0.124, 3.568], [3.439, -0.591, 2.475], [1.959, 0.329, 2.090], [1.583, 1.024, 3.289], [2.316, 1.213, 0.962], [0.979, -0.660, 1.599], [4.422, -3.107, -1.368], [5.463, -3.129, 1.570], [6.728, -2.316, 3.500], [5.890, -0.366, 4.803], [3.765, 0.719, 4.118], [1.079, 4.436, 1.267], [-0.283, 4.638, 0.615], [-0.344, 4.159, -0.842], [-1.743, 4.482, -1.421], [-1.967, 4.038, -2.862], [0.684, 4.923, -1.657], [0.757, 6.137, -1.634], [1.511, 4.174, -2.441], [1.430, 2.785, -2.651], [2.175, 2.292, -3.479], [0.538, 2.071, -1.914], [-0.164, 2.647, -0.919], [-0.731, 1.921, -0.086], [1.046, 4.725, 2.318], [1.841, 5.047, 0.778], [1.392, 3.393, 1.230], [-0.557, 5.694, 0.624], [-1.044, 4.082, 1.164], [-1.875, 5.563, -1.338], [-2.473, 4.007, -0.762], [-1.243, 4.497, -3.538], [-2.963, 4.333, -3.196], [-1.880, 2.955, -2.967], [2.192, 4.660, -3.005], [-3.211, -0.564, -1.161], [-1.512, -1.507, -1.304], [-1.964, -2.802, -2.689], [-1.535, -2.646, 0.315], [-2.716, -3.550, 0.428], [-3.896, -3.122, 1.035], [-5.005, -3.952, 1.108], [-4.956, -5.232, 0.574], [-3.784, -5.675, -0.025], [-2.677, -4.843, -0.096], [-4.038, -1.250, -0.981], [-3.380, -0.026, -2.094], [-3.132, 0.162, -0.353], [-2.887, -3.327, -2.447], [-1.148, -3.517, -2.784], [-2.078, -2.268, -3.632], [-1.475, -1.948, 1.152], [-0.590, -3.196, 0.305], [-3.937, -2.128, 1.466], [-5.909, -3.600, 1.590], [-5.819, -5.883, 0.633], [-3.729, -6.677, -0.432], [-1.759, -5.198, -0.549]], "forces_ev_per_a": [[0.08, 0.14, -0.22], [-0.14, -0.03, -0.03], [0.08, -0.31, 0.24], [-0.05, -0.05, -0.02], [-0.37, 0.69, -0.04], [0.11, -0.06, 0.04], [-0.04, 0.00, -0.04], [0.00, 0.04, 0.04], [0.03, -0.06, -0.03], [-0.04, 0.04, -0.02], [-0.03, 0.00, 0.00], [-0.13, -0.02, 0.19], [0.00, -0.02, -0.01], [0.11, -0.10, -0.14], [0.07, -0.03, -0.04], [0.04, 0.01, 0.01], [-0.02, 0.00, -0.01], [0.00, 0.01, 0.01], [0.01, 0.00, 0.00], [0.00, -0.01, 0.01], [-0.02, 0.01, -0.02], [0.02, -0.02, 0.04], [-0.09, -0.06, 0.06], [-0.01, 0.04, 0.02], [0.01, 0.01, 0.02], [-0.07, 0.03, -0.03], [0.01, 0.01, 0.00], [-0.06, -0.02, 0.00], [-0.02, 0.03, -0.16], [-0.01, 0.00, 0.02], [0.41, -0.10, 0.21], [-0.07, -0.05, -0.06], [0.09, -0.05, -0.16], [0.00, 0.02, 0.00], [0.01, -0.01, 0.00], [0.01, 0.00, 0.00], [0.00, 0.01, 0.00], [0.00, 0.00, 0.00], [0.00, 0.00, 0.00], [0.01, -0.01, 0.00], [0.00, 0.00, 0.00], [0.00, -0.01, -0.01], [0.00, 0.00, 0.00], [0.00, 0.02, -0.01], [0.02, -0.03, 0.00], [0.04, -0.11, 0.12], [0.01, 0.03, 0.02], [0.02, 0.02, 0.02], [0.01, 0.02, -0.02], [-0.01, 0.00, 0.00], [0.00, 0.00, 0.00], [0.01, 0.00, 0.00], [-0.01, 0.01, 0.01], [0.00, -0.01, 0.00], [0.01, -0.01, 0.01], [0.00, 0.01, 0.01], [-0.02, 0.01, -0.01], [0.00, -0.01, 0.00], [-0.01, -0.01, -0.02], [0.00, -0.02, -0.01], [0.00, -0.01, 0.01], [0.01, 0.00, 0.01], [0.00, 0.00, 0.00], [0.00, 0.00, 0.00], [0.00, 0.00, 0.00], [0.00, 0.00, 0.00], [0.00, 0.00, 0.00]]}



No. 2
{"formula": "C15H26O6", "method": "wB97M-V/def2-TZVPD", "e_homo_ev": -10.40, "charge": 0, "gap_ev": 11.271, "relative_energy_kcal_mol": 1.2, "total_energy_ev": -28263.271, "largest_force_ev_per_a": 0.781, "smiles": "CCCC(=O)OCC(COC(=O)CCC)OC(=O)CCC", "lumo_energy_ev": 0.873, "elements": ["C", "C", "H", "H", "C", "C", "O", "O", "C", "H", "C", "C", "H", "H", "O", "C", "O", "C", "C", "C", "H", "H", "H", "H", "H", "H", "H", "H", "O", "C", "O", "C", "C", "C", "H", "H", "H", "H", "H", "H", "H", "H", "H", "H", "H", "H", "H"], "xyz": [[-1.982, -5.248, 2.326], [-2.063, -3.873, 2.976], [-2.991, -3.789, 3.545], [-1.226, -3.747, 3.664], [-2.013, -2.756, 1.937], [-0.655, -2.620, 1.307], [0.398, -2.894, 1.821], [-0.761, -2.112, 0.065], [0.428, -1.735, -0.607], [0.244, -1.889, -1.673], [0.719, -0.249, -0.352], [1.457, -0.012, 0.974], [2.534, -0.010, 0.798], [1.194, -0.795, 1.690], [1.150, 1.257, 1.536], [-0.044, 1.368, 2.138], [-0.839, 0.466, 2.203], [-0.239, 2.741, 2.727], [-1.460, 3.433, 2.108], [-1.185, 3.909, 0.687], [-0.364, 4.623, 0.677], [-2.066, 4.396, 0.277], [-0.922, 3.081, 0.035], [-2.297, 2.733, 2.112], [-1.731, 4.289, 2.730], [-0.403, 2.611, 3.799], [0.663, 3.331, 2.567], [-0.239, 0.289, -0.337], [1.507, 0.262, -1.426], [1.060, 1.352, -2.071], [0.031, 1.914, -1.807], [1.999, 1.729, -3.187], [1.629, 0.939, -4.449], [2.534, 1.310, -5.617], [3.573, 1.095, -5.378], [2.446, 2.369, -5.848], [2.260, 0.741, -6.502], [0.589, 1.150, -4.709], [1.717, -0.129, -4.240], [1.901, 2.798, -3.379], [3.022, 1.496, -2.893], [1.264, -2.359, -0.275], [-2.204, -1.787, 2.407], [-2.754, -2.901, 1.151], [-2.030, -6.030, 3.080], [-2.805, -5.393, 1.628], [-1.046, -5.353, 1.783]], "forces_ev_per_a": [[-0.01, 0.16, 0.18], [0.04, -0.01, -0.23], [0.03, 0.06, 0.04], [-0.07, 0.04, 0.07], [0.05, -0.10, 0.31], [-0.14, -0.05, 0.04], [0.04, -0.09, 0.08], [-0.24, 0.14, -0.08], [0.61, 0.25, -0.21], [0.03, 0.03, 0.14], [-0.56, -0.02, 0.54], [-0.26, -0.56, -0.23], [-0.10, -0.02, 0.03], [0.12, 0.12, -0.16], [0.23, 0.39, -0.10], [0.10, 0.21, 0.22], [-0.09, -0.14, -0.06], [-0.25, 0.00, -0.05], [0.14, 0.05, -0.04], [-0.13, -0.08, 0.18], [0.10, 0.08, -0.05], [-0.05, 0.06, -0.11], [0.03, -0.05, -0.11], [-0.03, 0.04, 0.09], [-0.04, -0.07, 0.04], [0.09, -0.05, -0.02], [-0.02, 0.01, 0.08], [0.26, -0.21, 0.03], [0.32, -0.32, 0.02], [0.13, 0.34, -0.19], [-0.11, 0.06, -0.05], [-0.22, -0.15, -0.04], [0.17, 0.13, -0.02], [-0.18, -0.13, 0.12], [0.13, 0.00, -0.02], [0.03, 0.12, -0.06], [0.04, -0.01, -0.13], [-0.03, -0.06, 0.04], [-0.08, -0.02, 0.00], [0.01, -0.02, 0.08], [0.03, 0.05, 0.00], [-0.12, 0.02, -0.13], [-0.03, 0.03, -0.10], [-0.02, 0.05, 0.00], [0.01, -0.14, 0.00], [-0.08, -0.06, -0.08], [0.10, -0.09, -0.08]]}



No. 3
{"formula": "C2H4N4", "method": "wB97M-V/def2-TZVPD", "e_homo_ev": [-8.44, -8.01], "charge": 0, "gap_ev": [8.038, 8.089], "relative_energy_kcal_mol": 138.7, "total_energy_ev": -8093.300, "largest_force_ev_per_a": 1.554, "lumo_energy_ev": [-0.403, 0.075], "elements": ["N", "C", "N", "C", "N", "N", "H", "H", "H", "H"], "xyz": [[-2.010, -0.061, -0.055], [-0.773, -0.214, -0.521], [1.691, -1.204, -0.906], [2.028, -0.623, 0.140], [1.400, 0.636, 0.165], [0.084, 0.695, 0.056], [-2.274, 0.498, 0.752], [-2.756, -0.562, -0.513], [2.832, -0.829, 0.860], [-0.221, 1.664, 0.022]], "forces_ev_per_a": [[0.09, 0.14, -0.21], [-0.37, -0.36, 0.13], [0.76, -1.36, -0.04], [-0.52, 0.40, -0.82], [0.29, 1.10, 1.01], [-0.16, 0.12, -0.12], [0.08, 0.08, -0.12], [0.16, 0.00, 0.12], [-0.28, -0.08, -0.24], [-0.04, -0.04, 0.28]]}



No. 4
{"formula": "C31H54AsCdNO4STe", "method": "wB97M-V/def2-TZVPD", "e_homo_ev": -7.25, "charge": 0, "gap_ev": 7.546, "relative_energy_kcal_mol": 22.1, "total_energy_ev": -126236.824, "largest_force_ev_per_a": 0.273, "lumo_energy_ev": 0.300, "elements": ["Cd", "C", "C", "C", "C", "C", "C", "C", "C", "C", "C", "C", "C", "H", "H", "H", "H", "H", "H", "H", "H", "H", "H", "H", "H", "H", "H", "H", "H", "H", "H", "C", "S", "O", "O", "O", "H", "H", "H", "C", "N", "C", "C", "O", "H", "H", "H", "H", "H", "H", "H", "C", "C", "C", "C", "C", "C", "Te", "C", "C", "C", "H", "H", "H", "H", "H", "H", "H", "H", "H", "H", "H", "C", "C", "As", "C", "C", "C", "C", "H", "H", "H", "H", "H", "H", "H", "H", "H", "H", "H", "H", "H", "H", "H"], "xyz": [[0.713, 0.105, 0.431], [-3.187, -0.163, -0.370], [-2.292, 1.004, -0.027], [-1.941, 1.279, 1.303], [-2.322, 0.340, 2.422], [-1.265, 2.469, 1.611], [-1.059, 2.856, 3.053], [-0.811, 3.300, 0.582], [0.054, 4.488, 0.927], [-1.138, 3.015, -0.749], [-0.700, 3.955, -1.847], [-1.891, 1.874, -1.050], [-2.321, 1.553, -2.457], [-2.632, -0.973, -0.850], [-3.964, 0.150, -1.070], [-3.687, -0.568, 0.505], [-2.449, -0.680, 2.074], [-3.255, 0.644, 2.906], [-1.550, 0.307, 3.191], [-0.095, 2.505, 3.425], [-1.842, 2.443, 3.687], [-1.088, 3.939, 3.169], [-0.539, 5.391, 1.103], [0.760, 4.710, 0.129], [0.635, 4.285, 1.823], [0.235, 3.621, -2.307], [-0.542, 4.963, -1.471], [-1.445, 4.030, -2.637], [-2.120, 0.507, -2.685], [-1.811, 2.158, -3.197], [-3.396, 1.714, -2.587], [3.768, 3.132, 1.482], [3.042, 1.528, 1.666], [3.725, 0.881, 2.750], [3.148, 0.858, 0.354], [1.596, 1.783, 1.888], [4.835, 3.004, 1.315], [3.599, 3.681, 2.406], [3.302, 3.643, 0.642], [-0.733, -4.429, -2.518], [-0.788, -2.980, -2.570], [-1.605, -2.371, -3.604], [-0.216, -2.244, -1.616], [-0.301, -1.015, -1.544], [-0.353, -4.827, -3.459], [-1.726, -4.845, -2.336], [-0.072, -4.739, -1.710], [-1.410, -2.865, -4.556], [-1.351, -1.318, -3.685], [-2.667, -2.465, -3.369], [0.349, -2.816, -0.870], [-3.887, -3.093, 5.725], [-2.721, -2.861, 4.804], [-1.559, -2.250, 5.250], [-0.472, -2.014, 4.410], [0.740, -1.321, 4.976], [-0.553, -2.412, 3.071], [1.178, -2.174, 1.855], [-1.726, -3.016, 2.595], [-1.886, -3.423, 1.154], [-2.785, -3.236, 3.467], [-3.641, -2.815, 6.750], [-4.189, -4.142, 5.723], [-4.754, -2.504, 5.418], [-1.491, -1.935, 6.287], [0.527, -0.943, 5.976], [1.060, -0.491, 4.344], [1.592, -2.000, 5.040], [-1.481, -2.653, 0.498], [-2.938, -3.571, 0.906], [-1.347, -4.350, 0.944], [-3.691, -3.699, 3.085], [4.659, 2.076, -2.103], [3.596, 1.711, -3.130], [2.129, 0.582, -2.448], [3.162, -1.037, -1.997], [3.993, -1.657, -3.112], [1.463, 0.023, -4.218], [0.603, 1.084, -4.890], [5.448, 2.671, -2.567], [5.118, 1.191, -1.662], [4.234, 2.652, -1.283], [4.038, 1.190, -3.982], [3.126, 2.614, -3.527], [2.449, -1.765, -1.602], [3.784, -0.744, -1.153], [3.376, -2.022, -3.934], [4.570, -2.505, -2.736], [4.707, -0.943, -3.527], [0.902, -0.902, -4.072], [2.327, -0.218, -4.839], [-0.288, 1.294, -4.302], [0.282, 0.767, -5.885], [1.148, 2.023, -5.010]], "forces_ev_per_a": [[0.10, 0.25, -0.05], [0.00, 0.00, -0.03], [0.00, -0.06, 0.06], [0.00, -0.02, 0.07], [-0.06, 0.07, 0.03], [0.03, 0.00, -0.05], [-0.01, 0.03, 0.00], [-0.02, -0.01, 0.01], [0.01, 0.01, -0.01], [0.00, 0.00, 0.01], [-0.01, 0.01, -0.02], [0.01, 0.00, -0.01], [-0.03, 0.01, -0.03], [-0.02, 0.04, 0.02], [0.00, 0.00, 0.01], [0.00, -0.01, 0.02], [-0.01, 0.01, -0.01], [0.01, 0.01, -0.01], [-0.02, 0.02, -0.02], [0.03, -0.02, 0.00], [0.02, 0.01, -0.01], [0.01, -0.01, 0.00], [0.00, -0.01, 0.00], [0.00, -0.01, 0.01], [0.01, 0.00, 0.01], [0.00, -0.01, 0.00], [0.00, -0.01, 0.00], [0.00, 0.00, 0.01], [0.01, 0.00, 0.01], [0.01, 0.02, -0.01], [0.00, 0.01, 0.00], [0.01, 0.02, -0.03], [-0.05, 0.01, -0.12], [-0.01, 0.02, 0.05], [0.14, -0.10, 0.12], [-0.19, -0.05, 0.03], [-0.01, 0.00, -0.01], [0.00, -0.02, -0.01], [-0.02, 0.00, 0.02], [0.01, 0.01, 0.02], [-0.01, -0.02, -0.03], [0.00, -0.02, 0.02], [0.02, 0.00, -0.07], [-0.06, 0.02, 0.03], [0.01, 0.00, -0.01], [-0.01, 0.00, 0.00], [-0.01, 0.00, 0.00], [0.01, 0.00, -0.01], [0.00, 0.02, 0.00], [0.00, -0.01, 0.00], [0.01, -0.04, 0.03], [-0.01, 0.00, 0.01], [0.03, 0.02, -0.01], [-0.03, 0.02, 0.01], [0.01, 0.02, 0.03], [-0.02, -0.01, 0.03], [-0.01, -0.04, -0.02], [0.01, -0.14, -0.12], [0.07, -0.12, -0.02], [-0.02, 0.04, 0.05], [0.00, 0.07, -0.02], [0.00, 0.00, -0.01], [0.01, 0.00, 0.00], [0.00, 0.00, -0.01], [-0.01, 0.00, -0.01], [0.00, -0.01, 0.00], [-0.01, 0.01, 0.01], [0.00, 0.00, -0.02], [-0.04, 0.01, 0.00], [0.01, -0.03, 0.04], [0.05, 0.00, -0.02], [0.01, 0.00, 0.02], [0.01, 0.02, 0.00], [-0.05, 0.03, -0.01], [0.01, -0.02, 0.08], [0.02, 0.00, -0.01], [0.02, 0.00, -0.01], [0.03, -0.02, 0.03], [0.01, 0.00, -0.04], [0.00, 0.01, 0.00], [-0.01, 0.00, -0.01], [0.01, -0.02, -0.02], [0.01, -0.02, 0.01], [0.00, 0.01, 0.00], [-0.01, -0.01, -0.01], [0.01, -0.02, -0.01], [0.00, 0.00, 0.00], [-0.01, 0.01, 0.01], [0.00, 0.00, 0.00], [-0.01, 0.00, -0.01], [0.01, 0.00, -0.01], [-0.03, 0.01, 0.02], [0.00, 0.00, 0.01], [0.01, -0.01, 0.00]]}



Please write out number 3 again, unchanged.
{"formula": "C2H4N4", "method": "wB97M-V/def2-TZVPD", "e_homo_ev": [-8.44, -8.01], "charge": 0, "gap_ev": [8.038, 8.089], "relative_energy_kcal_mol": 138.7, "total_energy_ev": -8093.300, "largest_force_ev_per_a": 1.554, "lumo_energy_ev": [-0.403, 0.075], "elements": ["N", "C", "N", "C", "N", "N", "H", "H", "H", "H"], "xyz": [[-2.010, -0.061, -0.055], [-0.773, -0.214, -0.521], [1.691, -1.204, -0.906], [2.028, -0.623, 0.140], [1.400, 0.636, 0.165], [0.084, 0.695, 0.056], [-2.274, 0.498, 0.752], [-2.756, -0.562, -0.513], [2.832, -0.829, 0.860], [-0.221, 1.664, 0.022]], "forces_ev_per_a": [[0.09, 0.14, -0.21], [-0.37, -0.36, 0.13], [0.76, -1.36, -0.04], [-0.52, 0.40, -0.82], [0.29, 1.10, 1.01], [-0.16, 0.12, -0.12], [0.08, 0.08, -0.12], [0.16, 0.00, 0.12], [-0.28, -0.08, -0.24], [-0.04, -0.04, 0.28]]}